(1)
A structure of composition C4H5NdO4 at a distorted geometry, computed with ωB97M-V with the def2-TZVPD basis set.

Calculated values
Largest force on an atom ... 0.0502 hartree/bohr
2S+1 ... 5
Calculated total energy ... -27688.31549 eV
Expectation value of S² ... 6.00
HOMO-LUMO gap (spin up / spin down) ... 6.85 / 7.79 eV
HOMO level (spin up / spin down) ... -11.5 / -12.5 eV
Charge ... +1

Positions of all 14 atoms, in Å:
O (2.04311, -0.30794, 1.54636)
C (1.46442, -0.20984, 0.50800)
O (1.67039, -0.31248, -0.70345)
O (-0.20527, 0.23268, 0.52172)
C (-1.05965, -0.43047, 1.35370)
C (-1.78708, -1.42137, 0.82988)
O (-1.71706, -1.59704, -0.53146)
C (-2.25830, -2.80288, -1.06616)
Nd (-0.36638, 0.15494, -1.87026)
H (-1.02785, -0.21635, 2.42233)
H (-2.38991, -2.12815, 1.39794)
H (-2.26783, -2.67943, -2.15381)
H (-1.62031, -3.65394, -0.79445)
H (-3.27595, -2.94616, -0.68041)

---

(2)
A structure of composition C4H5NiO5 at a distorted geometry, computed with ωB97M-V with the def2-TZVPD basis set.

Calculated values
Largest force on an atom ... 0.0638 hartree/bohr
2S+1 ... 4
Calculated total energy ... -55507.00277 eV
Expectation value of S² ... 3.75
HOMO-LUMO gap (spin up / spin down) ... 7.53 / 9.27 eV
HOMO level (spin up / spin down) ... -7.2 / -10.3 eV

Positions of all 15 atoms, in Å:
O (0.63472, -0.28251, -0.89916)
O (0.55236, -2.47903, -0.49236)
C (0.00536, -1.40836, -0.65607)
C (-1.41865, -1.18382, -0.15924)
O (-1.74993, 0.18965, -0.22722)
C (-2.98000, 0.53053, 0.39850)
Ni (-0.43262, 1.42494, -1.17844)
H (-1.47946, -1.54077, 0.88044)
H (-2.11579, -1.77922, -0.76974)
H (-3.01889, 1.62372, 0.45285)
H (-3.82241, 0.14862, -0.19579)
H (-3.01966, 0.10232, 1.41030)
O (1.11851, 1.66866, 0.39821)
C (1.82310, 0.68875, 0.43887)
O (2.66075, 0.07837, 0.99381)

---

(3)
The ion C4H5O with charge +1 at a distorted geometry, computed with ωB97M-V with the def2-TZVPD basis set.

Calculated values
Largest force on an atom ... 0.0635 hartree/bohr
2S+1 ... 1
Calculated total energy ... -6267.23867 eV
HOMO-LUMO gap ... 10.39 eV
HOMO level ... -16.6 eV
Charge ... +1

Positions of all 10 atoms, in Å:
C (0.11566, -1.01828, -0.49811)
C (-0.56922, 0.15386, -0.73050)
C (0.66013, -0.83840, 0.79440)
C (-0.19936, 1.11248, 0.24843)
O (0.52961, 0.35044, 1.24455)
H (0.15525, -1.80099, -1.17332)
H (-1.31108, 0.37890, -1.45537)
H (1.17747, -1.72304, 1.15387)
H (0.48708, 1.68197, -0.30356)
H (-1.04556, 1.70306, 0.71962)

---

(4)
A structure of composition C4H5O2Sn at a distorted geometry, computed with ωB97M-V with the def2-TZVPD basis set.

Calculated values
Largest force on an atom ... 0.1224 hartree/bohr
2S+1 ... 2
Calculated total energy ... -14128.05857 eV
Expectation value of S² ... 0.75
HOMO-LUMO gap (spin up / spin down) ... 4.52 / 8.02 eV
HOMO level (spin up / spin down) ... -14.3 / -17.8 eV
Charge ... +2

Positions of all 12 atoms, in Å:
H (0.68205, 0.82410, 1.87346)
C (0.57982, 0.68296, 0.55006)
C (0.95781, -0.48479, 1.15224)
O (0.67959, -1.63572, 1.27417)
Sn (1.23792, -3.28191, 2.21472)
H (1.35053, 1.28631, 0.06397)
O (-0.33430, -0.22599, -2.40319)
C (-0.57381, 0.34980, -1.34667)
C (-1.39564, 0.95516, -0.49637)
H (0.44891, -0.81910, -2.39975)
H (-2.02790, 0.32732, 0.14264)
H (-1.60496, 2.02187, -0.62528)